Record 1
DFT (ωB97M-V/def2-TZVPD) results for C14H30AgO4 as an isolated structure at a distorted geometry.

Summary:
HOMO-LUMO gap = 6.1 eV
HOMO = -3.396 eV
electronic energy = -999.2278 a.u.
energy relative to the best compared isomer or geometry (same formula, charge and spin) = 116.77 kJ/mol
net charge = -1

The geometry in XYZ format:
```
49
C14H30AgO4 (ωB97M-V/def2-TZVPD)
Ag 1.17378 -0.22053 -0.02504
C 1.11389 0.87192 3.53388
C 2.23625 0.50214 2.59578
C 3.58223 0.76917 3.26641
O 2.25781 -0.81660 2.17764
H 1.28422 0.48061 4.53686
H 0.14759 0.44307 3.26849
H 0.92252 1.94001 3.63711
H 2.14736 1.20545 1.76780
H 3.90880 0.14038 4.09471
H 3.66700 1.66942 3.87505
H 4.51946 0.75679 2.71004
C 0.38636 0.67761 -3.08953
C 1.53028 -0.27211 -3.35328
C 2.39740 0.06120 -4.58469
O 2.35698 -0.56136 -2.19412
H -0.39395 0.43681 -3.81150
H 0.49967 1.75666 -3.19414
H -0.02256 0.47102 -2.10049
H 0.92153 -1.15218 -3.56059
H 2.87670 1.02947 -4.44043
H 1.69604 0.19835 -5.40773
H 3.02551 -0.78896 -4.85085
C -1.76667 -4.06299 0.53419
C -2.59599 -2.98519 -0.09742
C -1.62034 -2.01290 -0.68769
O -0.66929 -1.99310 0.41532
C -0.58534 -3.20633 1.15240
H -1.35749 -4.69563 -0.25349
H -2.34181 -4.54910 1.32224
H -3.17850 -2.43791 0.64369
H -3.20677 -3.47814 -0.85375
H -2.06804 -1.03104 -0.84138
H -1.09758 -2.35037 -1.58264
H -0.79529 -2.99588 2.20108
H 0.39134 -3.67782 1.04327
C -2.71221 2.15913 0.10933
C -1.78104 3.19692 -0.51779
C -0.42566 2.69097 -0.11046
O -0.52837 1.32200 0.41414
C -1.80367 1.24063 0.99559
H -3.08661 1.46195 -0.64024
H -3.54602 2.47908 0.73421
H -1.84934 4.20787 -0.11602
H -1.85078 3.36303 -1.59279
H -0.05013 3.31302 0.70202
H 0.21438 2.62016 -0.98992
H -1.77686 1.60673 2.02191
H -2.14680 0.21657 1.14279
```


Record 2
DFT (ωB97M-V/def2-TZVPD) results for C4H14N6 as an isolated structure at a distorted geometry.

Summary:
HOMO-LUMO gap = 8.7 eV
HOMO = -14.773 eV
electronic energy = -488.6239 a.u.
energy relative to the best compared isomer or geometry (same formula, charge and spin) = 267.87 kJ/mol
net charge = +2

The geometry in XYZ format:
```
24
C4H14N6 (ωB97M-V/def2-TZVPD)
C -0.21564 -0.65415 0.69672
C 3.87497 -3.48856 -1.45000
C 2.45666 -3.18420 -0.93041
C 0.93153 -1.45057 -1.52984
N 0.83219 -0.43810 0.12966
N 0.04648 0.53802 -2.60376
N 0.46507 -0.58461 -2.46605
N -1.15848 -1.16251 1.19007
N -5.74265 6.90912 3.64748
N 2.12003 -1.89563 -1.50180
H 4.33159 -4.31416 -0.77597
H 3.83692 -3.61741 -2.52658
H 4.55133 -2.57662 -1.35554
H 2.59372 -3.25817 0.21979
H 1.68831 -3.94292 -1.30277
H 0.14400 -2.25039 -1.40710
H 1.73033 -0.30790 0.60168
H -0.14053 0.60337 -3.56276
H -1.98228 -1.02139 1.81218
H -6.22721 6.06428 4.03572
H -4.79638 6.96662 4.07539
H -5.94099 6.83290 2.64381
H -6.41500 7.63410 3.95918
H 3.01603 -1.40112 -1.59911
```


Record 3
DFT (ωB97M-V/def2-TZVPD) results for C21H22N6S in the gas phase.

Summary:
SMILES string = S=C(Nc1ccc(Nc2ccccc2)cc1)N1CCN(c2ncccn2)CC1
HOMO-LUMO gap = 7.8 eV
HOMO = -7.171 eV
electronic energy = -1540.1849 a.u.
energy relative to the best compared isomer or geometry (same formula, charge and spin) = 0.00 kJ/mol
net charge = 0

The geometry in XYZ format:
```
50
C21H22N6S (ωB97M-V/def2-TZVPD)
S -1.09320 -0.53854 2.81132
C -1.97781 0.52017 1.90021
N -2.13541 0.38170 0.55517
C -1.36159 -0.32910 -0.36521
C -0.04217 -0.70609 -0.13601
C 0.67823 -1.36540 -1.10968
C 0.10120 -1.68286 -2.33974
N 0.79288 -2.33017 -3.34785
C 1.85443 -3.21253 -3.24573
C 2.64689 -3.43304 -4.37483
C 3.70477 -4.31842 -4.32993
C 3.99267 -5.00540 -3.16208
C 3.19442 -4.81232 -2.04698
C 2.13022 -3.93202 -2.08247
C -1.20808 -1.26103 -2.58197
C -1.92486 -0.59484 -1.61234
N -2.70328 1.52380 2.48275
C -2.52742 1.76544 3.90082
C -1.25700 2.62192 4.12293
N -0.99982 3.37755 2.91378
C -0.04283 2.92368 2.05664
N 0.99050 2.26350 2.58626
C 1.91950 1.84208 1.75494
C 1.85747 2.06853 0.38550
C 0.75779 2.78636 -0.05574
N -0.18888 3.21567 0.75801
C -2.20937 3.91262 2.33677
C -3.05948 2.74287 1.77771
H -2.97296 0.78197 0.15389
H 0.42955 -0.47748 0.80429
H 1.71062 -1.61319 -0.92152
H 0.44298 -2.17945 -4.28262
H 2.42289 -2.90129 -5.28971
H 4.30927 -4.47215 -5.21202
H 4.82355 -5.69328 -3.12559
H 3.39476 -5.36163 -1.13868
H 1.49360 -3.82229 -1.21875
H -1.66312 -1.46059 -3.54206
H -2.93777 -0.27745 -1.82098
H -3.42188 2.28292 4.25608
H -2.43726 0.80860 4.41402
H -0.38905 1.98921 4.30695
H -1.39622 3.30853 4.96217
H 2.73841 1.29837 2.20903
H 2.61166 1.70541 -0.29094
H 0.61141 3.02151 -1.10326
H -1.94622 4.60158 1.53554
H -2.74177 4.45146 3.12338
H -4.12871 2.94003 1.91342
H -2.84350 2.64508 0.71512
```